Entry 1:
80
Properties=species:S:1:pos:R:3:forces:R:3:lowdin_charge:R:1 method="wB97M-V/def2-TZVPD" total_charge=-1 orbital_gap_ev=6.0 lumo_energy_ev=2.0 e_homo_ev=-4.0
N 5.334234 -0.369645 2.897431 2.1 0.2 -0.8 -0.06
C 5.515907 -1.203923 1.648323 -1.0 -1.7 -0.2 -0.29
C 4.484809 -0.765410 0.405259 1.3 -0.8 -0.1 -0.20
C 4.369696 0.829002 0.159076 1.1 0.8 0.3 -0.25
C 2.963399 1.431637 -0.379938 0.7 0.7 -1.7 -0.31
C 1.636103 0.516660 -0.291046 0.7 0.5 -2.6 -0.39
As 0.499271 0.643252 1.373521 -0.8 -3.4 -1.0 0.47
C 1.095000 -1.203016 1.981778 1.2 -1.9 1.5 -0.41
C 0.016223 -1.993288 2.926279 0.8 -0.3 0.1 -0.27
C -1.504675 -2.090098 2.335054 -0.1 -0.3 0.7 -0.27
C -1.641047 -2.688141 0.817376 0.0 1.1 -0.4 -0.46
S -1.203298 -4.543429 0.690861 2.3 0.9 0.1 0.80
C 0.660609 -4.478686 0.280090 0.6 1.8 -2.7 -0.46
N 1.083274 -3.816414 -1.036781 2.0 -4.1 7.5 0.01
N 2.479644 -3.925294 -0.952953 0.9 -2.4 4.8 -0.05
C 2.931358 -4.610912 0.328819 -3.7 1.8 -3.0 -0.06
O 1.753817 -4.979391 1.131209 -0.3 2.8 -5.1 -0.10
P 2.114388 1.604577 2.661749 2.7 -0.4 2.9 0.38
O 1.638633 1.229404 4.333340 -0.8 -0.6 -2.1 -0.48
Br 2.165841 3.857564 2.587934 -0.4 0.1 0.3 0.22
P -0.452494 2.660151 0.745642 -5.7 1.8 -3.3 0.53
O -1.759616 2.275673 -0.124158 4.0 1.3 2.3 -0.51
O 0.530029 3.611290 -0.321836 -1.6 -0.9 -0.2 -0.34
O -1.127348 3.561388 2.111530 1.8 -1.4 -0.9 -0.33
H 5.474871 -0.911566 3.777471 -0.1 0.4 -1.2 0.06
H 6.133850 0.332261 2.861564 -1.6 -1.0 0.4 0.08
H 6.630408 -1.319065 1.292803 -2.0 0.5 0.6 0.10
H 5.163246 -2.307148 1.939155 0.8 2.2 -0.7 0.10
H 4.976917 -1.253062 -0.566716 -1.2 0.9 2.0 0.11
H 3.501963 -1.355945 0.603602 1.6 1.5 -0.4 0.06
H 5.209845 1.116687 -0.640165 -1.8 -0.6 1.6 0.11
H 4.667746 1.463768 1.125940 -0.7 -1.8 -1.9 0.08
H 2.865155 2.535778 0.064057 -0.2 -2.6 -0.8 0.06
H 3.129853 1.633605 -1.548880 -0.4 -0.4 2.4 0.11
H 1.848558 -0.621315 -0.587471 -0.4 2.5 0.9 0.08
H 0.925941 0.891988 -1.178161 1.3 -0.7 2.0 0.08
H -0.431647 0.677641 2.606897 -0.6 0.3 0.9 -0.05
H -0.638265 -0.073342 0.586758 -0.2 0.3 -0.2 -0.02
H 2.086602 -1.030166 2.618354 -1.8 -0.7 -1.1 0.06
H 1.404033 -1.920999 1.102888 -0.7 1.5 1.5 0.04
H -0.024446 -1.464301 3.982010 -0.1 -1.0 -2.0 0.09
H 0.482256 -3.073033 3.131877 -1.2 2.1 -0.4 0.11
H -1.972531 -1.013012 2.393648 0.8 -2.1 -0.4 0.10
H -2.121480 -2.791050 3.078795 1.2 1.5 -1.8 0.09
H -2.750921 -2.580455 0.391395 2.4 -0.5 1.1 0.10
H -0.947113 -2.158034 0.032401 -1.3 -0.9 1.7 0.07
H 3.995436 -4.845206 0.757096 -2.5 0.6 -1.1 0.13
H 0.982370 0.468120 4.283298 0.8 1.4 0.0 0.00
H 0.185522 3.464556 -1.272241 0.4 0.2 2.4 0.08
H -0.763986 3.196138 2.970861 -0.3 0.6 -1.5 0.03
C -5.368935 -2.770277 4.784099 0.4 0.2 -0.1 -0.02
C -5.143859 -4.065335 4.050518 1.5 -0.2 -0.9 -0.49
O -4.124472 -4.255835 3.389282 -1.4 0.2 0.9 0.04
C -6.214369 -5.118275 4.157346 0.2 -0.4 -0.3 -0.03
H -4.514888 -2.105359 4.616778 -0.2 -0.2 0.0 0.08
H -6.271401 -2.282034 4.407676 0.0 -0.1 0.2 0.09
H -5.458592 -2.961399 5.856350 -0.2 0.1 -0.1 0.08
H -7.154436 -4.734629 3.752980 0.0 0.0 0.2 0.08
H -6.341636 -5.414011 5.201751 -0.2 0.1 0.0 0.08
H -5.916623 -5.998487 3.577580 0.0 0.2 0.1 0.08
C -2.572450 2.776208 -3.569416 0.4 0.0 -0.1 -0.02
C -2.347374 1.481150 -4.302998 1.2 0.0 -0.6 -0.48
O -1.327987 1.290650 -4.964233 -1.2 0.1 0.7 0.03
C -3.417884 0.428210 -4.196170 0.2 -0.4 -0.3 -0.03
H -1.718403 3.441126 -3.736737 -0.2 -0.1 0.1 0.07
H -3.474917 3.264451 -3.945839 -0.1 0.0 0.2 0.09
H -2.662107 2.585086 -2.497166 -0.1 0.0 0.1 0.07
H -4.357951 0.811856 -4.600535 0.0 0.0 0.2 0.08
H -3.545151 0.132474 -3.151764 -0.1 0.2 0.0 0.09
H -3.120138 -0.452002 -4.775935 0.0 0.2 0.1 0.08
C -0.670978 4.125163 -6.380151 -0.3 0.1 0.3 -0.03
C -0.127606 5.473081 -5.987928 -0.9 0.8 1.1 -0.49
O -0.676791 6.156619 -5.125464 0.7 -0.8 -1.1 0.05
C 1.113758 5.952247 -6.691850 0.1 0.5 0.2 -0.03
H -1.568433 3.910154 -5.790360 0.3 0.1 -0.2 0.06
H -0.940607 4.127125 -7.439310 0.2 -0.1 0.0 0.09
H 0.073832 3.351313 -6.178406 -0.1 0.0 -0.2 0.09
H 0.923600 6.035621 -7.764842 0.1 -0.2 0.0 0.08
H 1.938108 5.259738 -6.503920 -0.1 0.0 -0.2 0.09
H 1.390753 6.939576 -6.307132 -0.1 -0.2 -0.1 0.08

***

Entry 2:
80
Properties=species:S:1:pos:R:3:forces:R:3:lowdin_charge:R:1 method="wB97M-V/def2-TZVPD" total_charge=0 orbital_gap_ev=9.3 lumo_energy_ev=0.1 e_homo_ev=-9.2 smiles="CN(C)C=O.CN(C)C=O.CN(C)C=O.CN(C)C=O.ClCCCl.ClCCCl.ClCCCl.ClCCCl" relative_energy_kj_mol=104.6
Cl 24.626416 -20.072449 -13.850608 -0.2 0.1 0.1 0.56
C 25.312413 -19.156656 -12.463072 -0.1 0.5 -0.7 -0.65
C 25.305474 -19.978444 -11.226126 0.6 -1.0 0.5 -0.64
Cl 26.461873 -21.358371 -11.387979 -0.1 0.0 0.0 0.53
H 24.728091 -18.246275 -12.329760 -0.2 -0.1 0.0 0.05
H 26.288771 -18.850434 -12.819647 0.2 -0.1 0.4 0.07
H 24.335710 -20.418529 -11.021425 -0.1 0.0 -0.1 0.07
H 25.696813 -19.455151 -10.360435 -0.4 0.1 -0.4 0.03
Cl 16.235973 -14.614709 -16.886306 0.0 -0.1 0.0 0.53
C 16.904278 -16.256208 -16.633249 0.3 0.5 0.2 -0.64
C 18.182961 -16.216799 -15.838752 0.4 -0.2 0.3 -0.63
Cl 17.895790 -15.736682 -14.128063 0.1 0.0 -0.2 0.57
H 17.119291 -16.656629 -17.617201 -0.1 -0.2 -0.1 0.07
H 16.159657 -16.843662 -16.102890 -0.1 0.0 -0.2 0.07
H 18.945594 -15.535951 -16.201020 -0.2 0.2 -0.3 0.07
H 18.641880 -17.204280 -15.832647 -0.1 -0.1 0.1 0.06
Cl 18.013458 -12.840940 -8.205702 -0.1 0.1 0.1 0.56
C 17.946622 -12.615108 -9.967119 0.3 0.3 -0.4 -0.70
C 16.554965 -12.286605 -10.458026 -0.4 -1.2 0.7 -0.69
Cl 16.595656 -11.802347 -12.148343 0.0 0.2 -0.3 0.58
H 18.269628 -13.556525 -10.392333 0.1 0.0 -0.2 0.00
H 18.638559 -11.834385 -10.272601 0.1 0.0 0.3 0.06
H 16.027332 -11.574395 -9.832486 0.2 0.4 -0.2 0.07
H 15.993915 -13.222216 -10.406024 -0.2 0.2 -0.1 0.07
Cl 22.125086 -17.227417 -14.191071 0.2 0.4 0.0 0.62
C 21.922779 -16.418568 -12.598393 -0.8 -0.7 -0.3 -0.62
C 21.630849 -14.953714 -12.725809 0.8 0.8 -0.8 -0.64
Cl 20.943378 -14.291273 -11.222383 0.1 -0.1 0.0 0.62
H 22.808707 -16.659704 -12.026501 0.0 0.1 0.2 0.04
H 21.040982 -16.907273 -12.201614 0.1 -0.1 0.4 0.04
H 20.974086 -14.723184 -13.559944 -0.4 -0.3 0.2 0.05
H 22.537402 -14.389550 -12.944348 0.1 0.0 0.2 0.07
C 17.050703 -18.116516 -9.149902 0.6 0.1 0.3 -0.36
O 16.060236 -18.804554 -9.128583 -0.4 -0.2 0.0 0.02
N 17.429801 -17.300679 -10.155681 0.4 -0.1 -0.5 -0.19
C 18.694053 -16.581051 -10.182342 -0.6 -0.2 1.5 -0.07
C 16.607360 -17.099628 -11.319439 -0.6 0.4 -0.3 -0.08
H 17.765752 -18.080029 -8.305675 0.0 -0.1 0.0 0.13
H 19.360966 -16.911556 -10.969968 -0.2 0.3 -0.4 0.06
H 19.238932 -16.736440 -9.245002 -0.2 -0.2 0.0 0.09
H 18.427294 -15.526707 -10.176339 0.5 0.1 -0.6 0.05
H 16.563806 -16.025926 -11.534579 0.1 0.0 0.0 0.06
H 16.982260 -17.586753 -12.219411 0.2 -0.1 0.1 0.06
H 15.577973 -17.413138 -11.164741 0.1 -0.3 0.3 0.09
C 27.164260 -18.369144 -17.009517 0.1 -0.1 0.4 -0.36
O 26.949997 -19.281342 -17.762157 -0.2 -0.9 -0.7 0.03
N 26.239507 -17.483065 -16.590534 0.9 -0.1 0.1 -0.20
C 26.652188 -16.273020 -15.954567 -0.6 1.6 -0.6 -0.08
C 24.853104 -17.638896 -16.922576 -0.1 0.7 0.0 -0.05
H 28.151560 -18.243689 -16.542119 0.1 0.4 0.0 0.13
H 26.086034 -16.051357 -15.047327 0.3 -0.3 0.3 0.08
H 26.423077 -15.418761 -16.620474 -0.1 -0.2 0.1 0.09
H 27.725421 -16.155981 -15.833321 0.1 -0.7 0.4 0.09
H 24.706460 -18.520719 -17.527644 0.1 -0.2 0.1 0.07
H 24.311973 -17.668299 -15.975524 -0.4 -0.2 -0.2 0.04
H 24.513872 -16.780947 -17.510749 -0.1 0.0 0.1 0.10
C 26.380892 -17.522432 -9.087514 -0.5 0.0 -0.3 -0.31
O 26.599152 -17.677638 -10.274388 0.3 0.6 0.1 -0.01
N 25.239463 -16.966535 -8.593057 0.7 0.5 0.3 -0.18
C 25.022046 -16.841208 -7.161952 0.0 -0.3 0.3 -0.06
C 24.351005 -16.204886 -9.431182 -1.6 -0.7 -0.3 -0.05
H 27.079716 -17.905191 -8.333816 -0.1 0.1 0.3 0.14
H 25.216113 -15.858787 -6.715347 0.1 0.1 -0.5 0.09
H 25.668550 -17.553363 -6.649348 -0.1 0.0 0.0 0.09
H 23.981929 -17.075293 -6.920569 0.1 -0.2 -0.1 0.09
H 24.439979 -16.410076 -10.493902 0.9 0.2 0.0 0.07
H 23.323813 -16.577537 -9.274517 0.1 0.3 0.4 0.09
H 24.346017 -15.139570 -9.205893 0.3 0.1 -0.1 0.10
C 20.118151 -19.790221 -17.810296 0.2 -0.7 -0.4 -0.36
O 20.201736 -18.619933 -18.096628 -0.1 0.8 0.3 0.02
N 21.072832 -20.514117 -17.188385 -0.4 -0.1 -0.1 -0.19
C 21.059168 -21.957742 -17.237700 0.7 -0.4 0.0 -0.06
C 22.241475 -19.886409 -16.629639 0.6 -0.4 0.8 -0.07
H 19.244953 -20.405480 -18.086182 0.0 0.0 0.0 0.13
H 21.015859 -22.405925 -16.243036 -0.1 0.1 0.0 0.09
H 21.993523 -22.297601 -17.698152 0.0 0.0 0.0 0.10
H 20.267813 -22.370452 -17.857062 -0.3 0.3 0.1 0.08
H 23.046522 -19.684044 -17.332343 -0.3 0.2 -0.4 0.08
H 21.992398 -19.008762 -16.035609 -0.1 0.1 -0.4 0.02
H 22.703554 -20.582347 -15.923921 -0.2 -0.1 0.0 0.06